16
Properties=species:S:1:pos:R:3 method="wB97M-V/def2-TZVPD" lumo_energy_ev=0.50 de_lowest_kj_mol=570.7 energy_ha=-304.85727 e_homo_ev=-7.687 mol_weight_g_mol=90.13 homo_lumo_gap_ev=8.183 charge=0
O -2.17 0.30 2.06
H -0.40 -1.66 -1.19
H -0.71 -1.23 1.10
H 2.42 0.58 -0.06
H 1.37 -1.61 -1.12
H 0.50 -0.63 -2.32
C 1.48 1.05 -0.36
C 0.47 -1.01 -1.30
H 1.25 1.86 0.34
H -2.99 -0.16 1.84
N 0.40 0.08 -0.35
N -1.06 0.70 0.15
C -0.47 -0.17 1.07
H 0.11 0.24 1.88
H 1.59 1.48 -1.36
H -1.78 0.19 -0.37